{"formula": "C20H49N4O5", "method": "ωB97M-V with the def2-TZVPD basis set", "species": ["C", "C", "C", "C", "N", "C", "C", "O", "C", "C", "N", "H", "H", "H", "H", "H", "H", "H", "H", "H", "H", "H", "H", "H", "H", "H", "H", "H", "H", "H", "C", "O", "C", "C", "N", "C", "C", "O", "C", "H", "H", "H", "H", "H", "H", "H", "H", "H", "H", "H", "H", "H", "H", "H", "C", "O", "C", "C", "N", "C", "C", "O", "C", "H", "H", "H", "H", "H", "H", "H", "H", "H", "H", "H", "H", "H", "H", "H"], "positions_angstrom": [[-1.113, -5.351, 3.618], [-0.296, -4.113, 3.277], [0.896, -3.936, 4.220], [1.485, -2.520, 4.180], [2.823, -2.427, 3.541], [3.917, -2.618, 4.446], [3.962, -3.950, 5.178], [3.977, -5.080, 4.336], [4.385, -4.869, 2.999], [5.501, -3.847, 2.852], [5.199, -2.566, 3.622], [-1.600, -5.241, 4.589], [-0.473, -6.235, 3.680], [-1.880, -5.540, 2.869], [-0.934, -3.227, 3.310], [0.071, -4.202, 2.252], [0.586, -4.177, 5.240], [1.673, -4.653, 3.949], [0.835, -1.880, 3.584], [1.515, -2.075, 5.184], [2.897, -1.503, 3.124], [4.016, -1.822, 5.201], [4.861, -3.942, 5.811], [3.104, -4.031, 5.844], [4.771, -5.820, 2.634], [3.535, -4.576, 2.383], [5.607, -3.592, 1.801], [6.457, -4.212, 3.222], [5.962, -2.390, 4.277], [5.172, -1.768, 2.986], [-0.085, -0.572, -3.770], [-0.782, 0.192, -2.810], [-2.181, 0.319, -3.059], [-2.988, -0.391, -1.998], [-2.792, -1.830, -2.066], [-3.424, -2.599, -1.006], [-3.005, -2.322, 0.433], [-1.666, -2.692, 0.734], [-0.686, -1.725, 0.428], [0.978, -0.476, -3.550], [-0.358, -1.634, -3.742], [-0.266, -0.203, -4.785], [-2.423, -0.074, -4.051], [-2.433, 1.382, -3.036], [-4.047, -0.167, -2.159], [-2.711, 0.041, -1.025], [-1.800, -2.030, -2.092], [-3.247, -3.657, -1.209], [-4.507, -2.442, -1.068], [-3.636, -2.930, 1.085], [-3.165, -1.273, 0.712], [-1.068, -0.708, 0.557], [-0.299, -1.819, -0.591], [0.147, -1.878, 1.120], [-1.960, 8.534, -4.380], [-1.262, 7.397, -4.842], [0.053, 7.254, -4.324], [0.155, 6.018, -3.457], [-0.638, 6.164, -2.249], [-0.733, 4.971, -1.420], [-1.383, 3.729, -2.018], [-2.773, 3.850, -2.257], [-3.133, 4.431, -3.497], [-2.884, 8.597, -4.952], [-2.207, 8.469, -3.314], [-1.383, 9.450, -4.542], [0.334, 8.143, -3.751], [0.742, 7.156, -5.168], [1.204, 5.873, -3.176], [-0.140, 5.156, -4.072], [-1.566, 6.480, -2.496], [-1.289, 5.236, -0.518], [0.280, 4.696, -1.102], [-1.277, 2.917, -1.293], [-0.876, 3.402, -2.935], [-2.422, 4.163, -4.285], [-3.195, 5.521, -3.447], [-4.117, 4.046, -3.764]], "lowdin_charge": [-0.099, -0.272, -0.192, -0.173, -0.002, -0.285, -0.137, -0.098, -0.176, -0.051, 0.115, 0.077, 0.077, 0.074, 0.104, 0.106, 0.118, 0.100, 0.111, 0.122, 0.126, 0.167, 0.141, 0.137, 0.143, 0.120, 0.139, 0.139, 0.179, 0.179, -0.117, -0.204, -0.204, -0.210, -0.049, -0.199, -0.212, -0.200, -0.105, 0.085, 0.082, 0.090, 0.127, 0.104, 0.131, 0.105, 0.077, 0.121, 0.121, 0.122, 0.113, 0.090, 0.079, 0.065, -0.115, -0.196, -0.218, -0.221, -0.051, -0.201, -0.239, -0.192, -0.098, 0.089, 0.082, 0.089, 0.122, 0.122, 0.124, 0.106, 0.079, 0.120, 0.117, 0.117, 0.109, 0.090, 0.075, 0.089], "charge": 1, "gap_ev": 6.6, "relative_energy_kj_mol": 615.0, "total_energy_ha": -1386.2860, "homo_energy_ev": -9.918}